Record 1
DFT (ωB97M-V/def2-TZVPD) results for 8 unconnected molecules or ions with the total composition C38H78N4O11P in a non-equilibrium geometry.

Calculated values
Charge ... +1
E_tot ... -78430.3431 eV
2S+1 ... 1

XYZ file:
```
132
Properties=species:S:1:pos:R:3:mulliken_charge:R:1
C 5.076 -1.150 -2.427 -0.8175
C 4.021 -0.555 -3.499 1.0620
C 3.748 -1.570 -4.712 -0.7519
O 2.669 -2.507 -4.477 -0.3481
C 1.384 -1.891 -4.610 -0.7030
N 0.764 -1.455 -3.311 0.7750
C -0.329 -2.329 -2.858 0.0808
N -0.381 -3.210 -1.867 0.0165
P 1.021 -3.524 -0.803 0.1464
N 2.544 -3.500 -1.671 -0.4864
O 0.811 -5.185 -0.325 -0.5094
N -1.587 -2.135 -3.627 -0.4393
C -1.491 -0.646 -3.917 -0.4658
C 0.012 -0.162 -3.540 -0.3614
C -0.116 0.858 -2.308 -0.4097
C 1.058 1.969 -2.480 -0.6795
O 1.602 2.185 -1.143 -0.3168
C 2.978 1.843 -1.095 0.1123
O 3.853 2.558 -1.595 -0.5261
H 6.044 -1.449 -2.951 0.4119
H 5.325 -0.346 -1.647 0.0343
H 4.649 -2.030 -1.843 0.0379
H 4.503 0.383 -3.923 0.4171
H 3.068 -0.237 -2.952 -0.8685
H 3.628 -0.962 -5.672 0.2702
H 4.696 -2.201 -4.859 0.3691
H 1.493 -1.047 -5.371 0.3239
H 0.676 -2.662 -5.092 0.4544
H -1.253 -3.734 -1.668 0.3111
H 2.523 -4.209 -2.433 0.2497
H 3.309 -3.822 -1.055 0.3724
H 1.658 -5.671 -0.453 0.3192
H -2.254 -2.118 -2.819 0.1483
H -2.305 -0.006 -3.418 0.2069
H -1.782 -0.604 -5.018 0.2796
H 0.323 0.490 -4.415 0.7607
H 0.016 0.296 -1.327 0.1755
H -1.103 1.439 -2.365 0.2206
H 1.850 1.658 -3.235 0.3680
H 0.629 2.962 -2.843 0.3143
H 3.303 0.895 -0.560 0.3276
C -5.716 -1.013 0.363 -0.7090
C -5.180 0.401 0.280 -0.1764
C -3.825 0.187 -0.366 -0.3252
O -3.946 -0.968 -1.213 -0.3212
C -5.188 -1.628 -0.918 -0.5324
H -6.802 -1.066 0.444 0.3428
H -5.283 -1.523 1.230 0.2972
H -5.816 1.000 -0.377 0.0607
H -5.116 0.904 1.245 0.3139
H -3.056 -0.027 0.384 0.2479
H -3.503 1.046 -0.960 0.1896
H -5.870 -1.448 -1.755 0.3152
H -5.021 -2.704 -0.830 0.3055
C -1.987 -7.959 3.190 -0.1594
C -1.362 -7.534 1.879 -0.6307
C -2.023 -6.191 1.636 0.0518
O -2.300 -5.626 2.923 -0.4108
C -2.110 -6.638 3.923 -0.3182
H -1.399 -8.696 3.738 0.3943
H -2.981 -8.379 3.008 -0.0343
H -0.283 -7.402 2.008 0.2490
H -1.524 -8.242 1.064 0.4015
H -2.977 -6.306 1.109 0.2566
H -1.389 -5.508 1.065 -0.1556
H -1.191 -6.401 4.470 0.2626
H -2.946 -6.624 4.625 0.0650
C -6.702 5.211 1.028 -0.5653
C -6.962 4.915 2.489 -0.5490
C -7.319 3.442 2.453 -0.4673
O -6.598 2.866 1.353 -0.3374
C -6.049 3.926 0.557 -0.3990
H -6.078 6.090 0.862 0.3370
H -7.651 5.361 0.504 0.2664
H -6.044 5.063 3.066 0.2653
H -7.746 5.532 2.930 0.3368
H -8.388 3.296 2.265 0.2736
H -7.054 2.923 3.377 0.2698
H -4.966 3.946 0.726 0.2570
H -6.233 3.724 -0.501 0.2972
C 4.857 5.686 1.611 -0.3206
C 3.840 4.786 0.943 -0.0175
C 3.840 3.577 1.859 -0.1927
O 4.147 4.054 3.175 -0.4716
C 4.603 5.411 3.080 -0.5832
H 4.750 6.740 1.350 0.2949
H 5.870 5.367 1.340 -0.0458
H 2.857 5.265 0.956 0.0308
H 4.085 4.537 -0.090 0.3500
H 4.617 2.859 1.572 0.1149
H 2.876 3.061 1.872 0.2245
H 3.812 6.059 3.474 0.2613
H 5.497 5.542 3.693 0.3422
C 2.184 8.754 -1.507 -0.5866
C 1.166 7.854 -2.173 -0.5657
C 1.165 6.647 -1.255 -0.0645
O 1.473 7.126 0.061 -0.4150
C 1.930 8.482 -0.037 -0.3453
H 2.078 9.807 -1.770 0.3627
H 3.196 8.434 -1.777 0.2565
H 0.182 8.334 -2.161 0.2742
H 1.411 7.603 -3.207 0.3323
H 1.941 5.928 -1.541 0.0201
H 0.201 6.132 -1.241 0.2686
H 1.140 9.131 0.355 0.2657
H 2.824 8.614 0.575 0.2318
C 8.506 4.074 -2.077 -0.5739
C 7.972 3.389 -0.837 -0.1886
C 7.154 2.258 -1.429 0.1978
O 7.783 1.897 -2.668 -0.4244
C 8.752 2.899 -3.004 -0.5353
H 9.403 4.669 -1.898 0.3658
H 7.738 4.729 -2.499 0.2639
H 8.802 2.983 -0.250 0.3318
H 7.386 4.045 -0.190 -0.0945
H 6.134 2.581 -1.654 -0.0914
H 7.108 1.385 -0.773 0.2959
H 9.747 2.470 -2.846 0.2835
H 8.652 3.167 -4.058 0.2803
C -6.241 -9.990 5.630 -0.5584
C -6.290 -8.635 6.301 -0.5283
C -4.905 -8.535 6.909 -0.3755
O -4.021 -9.278 6.057 -0.3838
C -4.809 -10.045 5.135 -0.3041
H -6.973 -10.110 4.830 0.3364
H -6.411 -10.777 6.371 0.2541
H -6.425 -7.852 5.547 0.2510
H -7.087 -8.538 7.039 0.3406
H -4.874 -8.991 7.904 0.2749
H -4.555 -7.503 6.988 0.2601
H -4.714 -9.583 4.146 0.1484
H -4.423 -11.066 5.081 0.3042
```

Record 2
DFT (ωB97M-V/def2-TZVPD) results for 20 unconnected molecules or ions with the total composition C31H38Cl57Si in a non-equilibrium geometry.

Calculated values
Charge ... -1
E_tot ... -754417.1880 eV
Energy above the lowest of the compared OMol25 structures with the same formula, charge and spin ... 0.00 kcal/mol
2S+1 ... 1

XYZ file:
```
127
Properties=species:S:1:pos:R:3:mulliken_charge:R:1
C 5.238 -1.241 6.913 -0.9286
Si 4.461 -0.683 5.240 0.5457
C 4.256 -2.240 4.171 -0.7277
C 5.692 0.562 4.437 -0.6888
C 2.852 0.143 5.668 -1.0468
C 1.933 0.174 4.398 0.0421
C 0.470 0.654 4.751 -1.1586
C -0.468 -0.509 4.401 0.1094
C -0.783 -0.710 3.055 0.5639
C -1.601 -1.788 2.708 -1.2459
C -2.058 -2.612 3.733 -0.1818
C -1.749 -2.414 5.070 -0.5369
C -0.933 -1.331 5.428 -0.4670
H 5.063 -2.303 7.122 0.3242
H 4.806 -0.571 7.670 0.2160
H 6.314 -0.987 6.845 0.2545
H 5.263 -2.684 4.048 0.3080
H 3.904 -2.046 3.150 -0.1552
H 3.637 -3.020 4.639 0.3846
H 5.396 0.848 3.421 -0.0830
H 5.709 1.434 5.111 0.3663
H 6.693 0.088 4.430 0.2127
H 3.057 1.219 5.892 0.0374
H 2.315 0.794 3.551 0.2369
H 1.880 -0.863 4.020 0.1069
H 0.385 0.925 5.811 0.4608
H 0.181 1.545 4.161 0.2927
H -0.363 -0.034 2.304 0.1565
H -1.811 -1.960 1.656 0.6055
H -2.672 -3.475 3.451 0.3639
H -2.107 -3.061 5.873 0.3745
H -0.634 -1.146 6.460 0.4074
C 5.452 -1.008 0.560 -0.0968
Cl 6.423 -1.535 1.929 -0.1165
Cl 3.919 -1.879 0.501 -0.1205
Cl 5.166 0.736 0.651 -0.0951
H 5.993 -1.219 -0.355 0.3223
C 7.899 2.819 -0.782 0.1794
Cl 9.003 3.951 -0.002 -0.1319
Cl 7.787 3.160 -2.513 -0.1405
Cl 8.402 1.150 -0.473 -0.0341
H 6.913 2.953 -0.353 0.1142
C -4.387 0.867 1.647 -0.0235
Cl -3.826 1.958 2.919 -0.1451
Cl -3.797 -0.769 1.944 -0.0313
Cl -6.156 0.906 1.528 -0.0258
H -3.980 1.209 0.703 0.2485
C 2.027 2.577 -0.408 -0.0527
Cl 2.373 2.234 -2.108 0.0301
Cl 1.343 4.200 -0.234 -0.1333
Cl 0.939 1.369 0.265 0.1553
H 2.958 2.538 0.144 0.0567
C 10.408 -2.488 -0.954 0.7642
Cl 9.141 -2.156 0.228 -0.0459
Cl 12.000 -2.104 -0.293 -0.1332
Cl 10.343 -4.172 -1.487 -0.1452
H 10.240 -1.855 -1.817 -0.4759
C 10.989 0.161 -4.143 -0.1012
Cl 9.753 0.517 -2.935 0.0526
Cl 12.600 0.537 -3.527 -0.1247
Cl 10.884 -1.534 -4.635 -0.1069
H 10.804 0.781 -5.012 0.3313
C 0.136 -1.351 -2.847 0.5584
Cl 1.789 -0.766 -3.041 -0.0394
Cl -0.011 -3.012 -3.437 -0.1396
Cl -0.366 -1.244 -1.156 -0.0275
H -0.519 -0.723 -3.438 -0.4025
C -10.358 0.227 1.639 -0.0627
Cl -9.639 1.766 1.167 -0.0681
Cl -9.917 -1.042 0.491 -0.0747
Cl -9.861 -0.216 3.272 -0.1048
H -11.435 0.336 1.628 0.3049
C 2.718 4.521 -5.523 -0.0465
Cl 4.369 5.109 -5.751 -0.1319
Cl 2.582 2.827 -6.011 -0.1048
Cl 2.210 4.681 -3.849 -0.0387
H 2.058 5.117 -6.143 0.2789
C 6.913 -2.321 -5.675 -0.0213
Cl 7.939 -2.870 -4.350 -0.0470
Cl 5.358 -3.159 -5.655 -0.1104
Cl 6.678 -0.572 -5.594 -0.1009
H 7.411 -2.553 -6.609 0.2894
C -9.515 -4.151 2.814 0.5132
Cl -8.550 -3.523 4.148 -0.1139
Cl -8.786 -5.615 2.148 -0.1361
Cl -11.175 -4.464 3.335 -0.1330
H -9.542 -3.400 2.034 -0.1420
C -12.007 0.481 -2.568 0.1784
Cl -10.342 1.034 -2.717 -0.0774
Cl -12.161 -1.187 -3.130 -0.1210
Cl -12.564 0.625 -0.899 -0.0973
H -12.632 1.109 -3.191 0.1268
C -1.976 0.642 -6.277 -0.1909
Cl -0.324 1.223 -6.494 -0.0062
Cl -2.094 -1.058 -6.727 -0.0934
Cl -2.511 0.878 -4.607 -0.1282
H -2.627 1.216 -6.925 0.4023
C -9.838 -3.879 -4.762 0.4403
Cl -10.442 -5.494 -5.146 -0.1314
Cl -8.757 -3.935 -3.368 -0.1020
Cl -9.019 -3.172 -6.157 -0.1238
H -10.686 -3.250 -4.512 -0.0790
C -2.101 4.672 -4.005 0.0530
Cl -1.441 5.653 -5.324 -0.1474
Cl -0.823 3.766 -3.207 0.0625
Cl -2.967 5.687 -2.850 -0.1409
H -2.804 3.965 -4.429 0.1868
C -11.044 3.397 -5.920 -0.0423
Cl -10.112 4.100 -4.599 -0.0940
Cl -10.277 1.923 -6.513 -0.0935
Cl -12.705 3.068 -5.405 -0.1264
H -11.078 4.112 -6.732 0.3537
C 6.983 -0.096 10.501 0.0504
Cl 6.407 -1.706 10.083 -0.0987
Cl 8.046 -0.157 11.919 -0.1563
Cl 7.816 0.648 9.136 -0.1131
H 6.125 0.517 10.749 0.2883
C 1.013 -3.402 -8.603 -0.0473
Cl 1.343 -1.924 -9.512 -0.1217
Cl 0.660 -3.030 -6.918 -0.0118
Cl -0.319 -4.300 -9.337 -0.1329
H 1.899 -4.024 -8.635 0.3147
C -6.522 4.267 4.571 0.3186
Cl -6.136 5.791 3.766 -0.1361
Cl -6.823 4.531 6.292 -0.1370
Cl -7.910 3.493 3.807 -0.0649
H -5.670 3.606 4.472 0.0152
```

Record 3
DFT (ωB97M-V/def2-TZVPD) results for a molecular structure, C30H24N8SW in a non-equilibrium geometry.

Calculated values
Charge ... +2
E_tot ... -56064.3493 eV
Energy above the lowest of the compared OMol25 structures with the same formula, charge and spin ... 12.31 kcal/mol
2S+1 ... 1

XYZ file:
```
64
Properties=species:S:1:pos:R:3:mulliken_charge:R:1
W 0.116 -0.055 -0.055 0.5344
C 1.099 -4.024 3.648 -0.4557
C 1.069 -2.668 3.944 -1.0544
C 0.437 -1.779 3.083 0.0217
C -0.174 -2.262 1.939 -0.6433
C -0.161 -3.615 1.639 0.2685
C 0.483 -4.495 2.495 -0.9549
N -0.836 -1.339 1.029 0.7166
C -2.259 -1.344 0.957 1.1577
C -3.122 -2.047 1.780 -0.8106
C -4.483 -1.821 1.651 -0.8144
C -4.969 -0.913 0.719 -0.6194
C -4.098 -0.202 -0.098 -0.4443
C -2.751 -0.437 0.031 0.0940
N -1.732 0.245 -0.726 -0.2029
N -1.350 1.458 -0.167 -0.5776
C -0.504 2.161 -1.087 0.7373
C -0.590 3.509 -1.330 -0.9766
C 0.270 4.029 -2.280 -0.2168
C 1.210 3.204 -2.901 -0.8406
C 1.261 1.875 -2.569 -0.1457
N 0.394 1.356 -1.686 0.0783
H 1.583 -4.718 4.326 0.4622
H 1.519 -2.300 4.859 0.4904
H 0.368 -0.730 3.327 0.6892
H -0.662 -3.976 0.747 0.5497
H 0.484 -5.554 2.271 0.4369
H -2.739 -2.741 2.518 0.4849
H -5.172 -2.355 2.293 0.4286
H -6.036 -0.753 0.627 0.4206
H -4.461 0.510 -0.829 0.4923
H -1.331 4.100 -0.809 0.5160
H 0.199 5.074 -2.557 0.4588
H 1.897 3.598 -3.637 0.4328
H 1.978 1.194 -3.006 0.5133
S 1.363 1.224 1.509 -0.4421
C 2.783 0.216 1.428 0.5949
N 3.709 0.472 2.406 -0.8206
N 4.885 0.017 2.423 0.3920
C 5.837 -0.321 1.419 0.8274
C 5.827 0.244 0.144 -0.0865
C 6.811 -0.114 -0.746 -0.6500
C 7.793 -1.043 -0.382 -0.5245
C 7.807 -1.582 0.894 -0.6443
C 6.839 -1.204 1.809 -0.4945
N 2.928 -0.778 0.557 -0.7072
N 1.850 -1.019 -0.118 0.6951
C 1.939 -1.909 -1.238 0.8379
C 3.118 -2.520 -1.621 -0.6099
C 3.147 -3.216 -2.820 -0.5550
C 2.019 -3.280 -3.628 -0.6678
C 0.826 -2.709 -3.210 -0.8458
C 0.770 -2.045 -1.998 -0.3927
H 5.241 0.014 3.375 0.3148
H 5.097 0.995 -0.120 0.4961
H 6.839 0.345 -1.727 0.4263
H 8.565 -1.317 -1.090 0.4459
H 8.573 -2.290 1.181 0.4146
H 6.845 -1.611 2.816 0.4032
H 3.996 -2.436 -0.993 0.5439
H 4.064 -3.702 -3.133 0.4427
H 2.062 -3.787 -4.584 0.4392
H -0.063 -2.799 -3.821 0.4650
H -0.203 -1.681 -1.650 0.4747
```

Q: Among the records above, which one has the highest E_tot?
A: C30H24N8SW